(1)
DFT (ωB97M-V with the def2-TZVPD basis set) results for C29H39N8O6S4 as an isolated structure.

Geometry as XYZ:
```
86
Properties=species:S:1:pos:R:3:forces:R:3:mulliken_charge:R:1
S 2.757 -0.786 2.076 0.0 -0.3 -0.4 -0.133
S 1.869 0.877 -0.241 -0.1 -2.9 -1.5 0.116
S -3.228 -4.751 -1.668 0.5 -0.8 0.2 -0.096
S -5.398 -2.819 -1.446 -1.0 0.3 0.0 -0.102
O -6.448 1.285 3.342 0.1 -0.1 -0.1 -0.569
O -4.975 0.251 2.158 -0.1 0.0 0.0 -0.655
O 3.703 1.551 -7.261 0.0 0.0 0.1 -0.599
O 2.334 2.772 0.893 0.5 3.2 2.2 -0.615
O 1.459 1.900 2.664 -0.3 0.3 -0.1 -0.517
O 2.852 0.537 -5.562 0.0 0.1 0.0 -0.628
N 3.455 1.465 -6.076 -0.1 -0.1 -0.1 1.037
N 2.091 2.763 2.098 0.2 0.3 -0.2 1.014
N -2.480 -1.749 -1.942 -0.1 -0.2 -0.2 0.171
N -2.618 -1.603 0.379 -0.1 -0.1 -0.3 0.509
N 2.702 -1.765 -0.477 0.5 0.5 1.6 0.791
N -3.841 -3.359 -0.789 1.0 0.3 -1.5 0.088
N -0.736 -0.730 2.484 -0.6 -0.5 -0.5 -0.448
N -6.006 0.288 2.824 0.1 0.1 0.0 0.984
C 3.307 4.899 2.295 0.1 0.1 -0.2 -0.266
C 0.116 0.708 -0.746 -0.3 -1.5 -0.5 -0.990
C 3.625 -1.963 -2.766 -0.1 -0.1 0.7 -0.733
C 3.589 5.949 4.439 0.0 0.0 0.0 -0.449
C 2.600 3.878 2.909 0.3 0.2 0.3 0.126
C -6.230 -2.123 2.448 0.2 -0.4 -0.2 0.327
C -2.042 -2.556 1.356 0.2 -1.0 0.4 -0.410
C 4.133 3.473 -3.004 0.1 0.1 -0.1 -0.373
C -7.924 -0.980 3.728 -0.2 0.2 0.2 -0.409
C 3.803 5.939 3.067 -0.1 -0.1 0.1 -0.563
C 4.586 3.632 -5.745 0.1 0.1 -0.2 -0.458
C -6.744 -0.969 3.004 -0.1 -0.2 0.0 -0.167
C -8.081 -3.352 3.358 0.0 0.0 0.0 -0.503
C 2.485 -0.736 0.479 -0.9 0.0 -0.8 -0.608
C 1.371 -3.841 0.175 0.7 -0.5 0.1 -0.564
C 3.919 -1.480 -1.292 -0.7 -0.1 -1.5 -0.637
C 2.372 3.882 4.276 -0.1 -0.1 0.2 -0.305
C 2.873 4.923 5.042 0.1 0.1 -0.1 -0.498
C -6.900 -3.322 2.626 -0.1 0.0 0.1 -0.584
C -1.596 -0.570 -2.121 0.7 0.6 -0.4 -1.281
C 3.680 2.462 -3.838 -0.1 -0.2 0.3 0.006
C -0.921 -1.956 2.229 0.1 0.1 0.2 -0.385
C 3.915 2.549 -5.199 0.2 0.3 0.2 -0.165
C -2.945 -2.214 -0.839 -0.2 0.2 1.2 -0.596
C -8.595 -2.181 3.904 0.2 -0.1 -0.1 -0.496
C -0.197 -0.675 -1.422 -0.7 0.6 0.8 1.332
C 2.769 -3.125 0.074 -0.3 -1.4 -0.8 -1.063
C 5.036 4.641 -4.907 -0.1 -0.1 0.1 -0.437
C 4.814 4.560 -3.537 0.0 0.0 0.0 -0.525
H 3.152 1.618 -3.413 0.0 0.0 -0.1 0.441
H 4.765 3.700 -6.809 -0.1 -0.2 0.0 0.452
H 4.406 -2.651 -3.134 -0.3 0.6 -0.1 0.337
H 3.468 -1.079 -3.412 0.3 -0.6 0.1 0.060
H -0.533 0.823 0.146 0.3 -0.1 -0.4 0.149
H -1.454 -0.188 1.987 0.3 0.2 0.1 0.189
H 3.959 3.410 -1.937 0.0 -0.1 0.0 0.474
H -6.503 -4.234 2.199 0.0 0.0 0.0 0.401
H -2.798 -2.223 -2.792 0.0 0.2 0.2 0.424
H -5.690 -3.757 -2.400 0.7 0.3 0.5 0.210
H 4.359 6.741 2.599 0.0 0.0 0.0 0.381
H 1.815 3.087 4.753 0.0 -0.1 -0.2 0.451
H -1.411 -0.461 -3.210 -0.4 -0.3 0.6 0.412
H -3.420 -1.113 0.790 0.1 0.1 -0.3 0.137
H 3.480 4.896 1.227 -0.1 -0.2 0.0 0.423
H -1.641 -3.445 0.816 -0.1 0.6 0.3 0.454
H 3.984 6.758 5.041 0.0 0.0 0.0 0.386
H -0.236 -1.404 -0.591 0.1 0.2 -0.6 -0.835
H 5.173 5.346 -2.884 0.0 0.0 0.0 0.396
H -2.245 -4.278 -2.498 -0.6 0.2 0.4 0.144
H -2.826 -2.968 2.033 0.4 0.3 -0.4 0.364
H 3.332 -3.730 -0.672 -0.3 0.5 0.4 0.442
H -5.312 -2.104 1.878 0.0 0.1 0.1 0.382
H -0.239 -2.680 2.724 -0.5 0.2 -0.4 0.401
H 3.335 -3.231 1.020 -0.3 0.4 -0.4 0.455
H 2.667 -2.528 -2.778 0.6 0.3 0.1 0.228
H 2.707 4.934 6.112 0.0 0.0 0.0 0.375
H -2.171 0.333 -1.825 0.4 -0.7 0.1 0.406
H 1.511 -4.878 -0.204 -0.2 0.6 0.3 0.513
H -8.326 -0.073 4.158 0.2 0.0 -0.1 0.464
H 5.564 5.491 -5.321 0.0 -0.1 0.0 0.375
H 4.791 -1.988 -0.837 -0.4 0.3 -0.2 0.486
H -8.603 -4.289 3.503 0.0 0.0 0.0 0.390
H -0.183 1.500 -1.465 0.8 -0.1 0.5 0.540
H 1.032 -3.960 1.223 0.0 0.4 -0.6 0.114
H 0.614 -3.379 -0.486 0.3 0.0 0.5 -0.144
H 0.588 -0.975 -2.137 -0.4 0.2 0.4 0.277
H 4.097 -0.390 -1.323 0.0 -0.6 0.2 0.373
H -9.516 -2.206 4.471 0.0 0.0 0.0 0.392
```
Forces are in eV/Å.

As for the spin multiplicity: 1. The value obtained for the molecular weight is 723.949 g mol⁻¹. Its HOMO energy is -9.57 eV. Its max |F| is 3.92 eV/A. The charge is +1.

(2)
DFT (ωB97M-V with the def2-TZVPD basis set) results for a 2-piece molecular cluster, C4H14N2O overall.

Geometry as XYZ:
```
21
Properties=species:S:1:pos:R:3:forces:R:3:nbo_charge:R:1
O -4.210 -0.623 -2.981 -0.8 1.2 -0.7 -0.941
N 0.160 1.722 2.523 0.1 -0.6 0.0 -0.855
N -0.676 0.882 -0.057 1.5 0.7 -1.2 -0.848
C 0.577 0.431 1.968 -0.4 -0.9 -0.5 -0.218
C 0.966 -0.966 -0.067 0.1 0.3 -1.0 -0.399
C 0.645 0.456 0.401 -0.6 -2.2 3.2 -0.063
C 1.515 -0.896 -1.496 -0.7 -1.8 -0.3 -0.613
H 2.515 -0.483 -1.495 0.0 0.4 -0.5 0.208
H 0.120 -1.665 -0.103 -0.1 0.3 0.5 0.193
H -3.960 -1.400 -2.522 0.6 -1.0 0.6 0.468
H 0.777 -0.490 -2.191 0.4 1.0 0.2 0.213
H 0.620 1.820 3.414 -0.1 0.4 0.2 0.365
H 1.626 0.926 0.297 -0.6 1.5 -1.3 0.181
H -1.123 1.417 0.664 -0.5 0.0 0.1 0.380
H 1.521 0.043 2.384 0.1 0.4 -0.1 0.164
H 1.728 -1.363 0.601 0.0 -0.2 0.0 0.204
H -1.199 0.068 -0.342 -0.2 0.2 0.2 0.361
H 0.453 2.480 1.930 0.3 0.3 -0.1 0.355
H 1.545 -1.905 -1.944 0.6 0.0 0.5 0.204
H -0.173 -0.336 2.226 0.0 0.2 0.1 0.169
H -3.427 -0.118 -3.210 0.2 -0.2 0.1 0.474
```
Forces are in eV/Å.

As for the spin multiplicity: 1. The value obtained for the molecular weight is 106.169 g mol⁻¹. Its HOMO energy is -9.04 eV. Its max |F| is 3.95 eV/A. Its energy relative to the best compared isomer or geometry (same formula, charge and spin) is 1.753 eV. The SMILES is CC[C@@H](N)CN.O.